1.
{"formula": "C57H38GeIMoN12", "method": "ωB97M-V with the def2-TZVPD basis set", "symbols": ["Mo", "C", "C", "C", "C", "C", "N", "C", "N", "C", "C", "C", "C", "C", "C", "C", "C", "N", "C", "N", "C", "N", "C", "N", "C", "N", "C", "C", "C", "C", "C", "C", "C", "C", "C", "C", "C", "C", "N", "C", "C", "H", "H", "H", "H", "H", "H", "H", "H", "H", "H", "H", "H", "H", "H", "H", "H", "N", "C", "C", "N", "C", "C", "N", "C", "C", "N", "H", "H", "H", "H", "H", "H", "C", "Ge", "C", "C", "C", "C", "C", "C", "C", "C", "C", "C", "C", "C", "C", "C", "C", "C", "C", "C", "H", "H", "H", "H", "H", "H", "H", "H", "H", "H", "H", "H", "H", "H", "H", "H", "I"], "xyz": [[0.3290, -0.2321, 0.9492], [3.8972, 3.2080, -3.5280], [4.5509, 3.8096, -2.4244], [4.2958, 3.4008, -1.1374], [3.3762, 2.3630, -0.9389], [2.8443, 1.7606, 0.2312], [1.9297, 0.7984, -0.1395], [1.8403, 0.8273, -1.4877], [0.7764, 0.0777, -2.0399], [1.1171, -1.2630, -1.7788], [1.7122, -2.2500, -2.5727], [2.1459, -2.3187, -3.9090], [2.7258, -3.4837, -4.3429], [2.8925, -4.5939, -3.4820], [2.4611, -4.5525, -2.1777], [1.8625, -3.3758, -1.7124], [1.3645, -2.9946, -0.4384], [1.1595, -3.8210, 0.5816], [0.7983, -3.3361, 1.7358], [0.7848, -2.0092, 2.0999], [0.6654, -1.9877, 3.4897], [0.9934, -1.0105, 4.2881], [1.5242, 0.1046, 3.8190], [1.7256, 0.4584, 2.4800], [2.5255, 1.5817, 2.4878], [3.0887, 2.1849, 1.4699], [2.7244, 2.0339, 3.8445], [3.3698, 3.1456, 4.3778], [3.3417, 3.3193, 5.7500], [2.6991, 2.3872, 6.5843], [2.0743, 1.2703, 6.0654], [2.0797, 1.1023, 4.6772], [0.3432, -3.3075, 3.9747], [-0.0254, -3.7898, 5.2256], [-0.2639, -5.1466, 5.3538], [-0.1102, -6.0118, 4.2645], [0.2594, -5.5329, 3.0187], [0.4658, -4.1683, 2.8772], [0.9648, -1.6736, -0.5010], [2.7171, 1.7570, -2.0506], [2.9894, 2.1945, -3.3616], [4.1236, 3.5681, -4.5249], [5.2530, 4.6151, -2.6034], [4.7778, 3.8671, -0.2867], [2.0292, -1.4679, -4.5702], [3.0812, -3.5577, -5.3639], [3.3827, -5.4824, -3.8611], [2.5922, -5.3909, -1.5049], [3.8761, 3.8429, 3.7212], [3.8312, 4.1762, 6.1975], [2.7079, 2.5469, 7.6564], [1.5949, 0.5329, 6.6982], [-0.1308, -3.1142, 6.0658], [-0.5788, -5.5501, 6.3088], [-0.2902, -7.0712, 4.4002], [0.3803, -6.1970, 2.1724], [2.4761, 1.7479, -4.2050], [-0.1794, 3.8042, 2.4106], [0.2865, 4.2679, 1.2021], [0.3289, 3.1968, 0.3708], [-0.0654, 2.0744, 1.0467], [-0.3634, 2.4733, 2.2705], [-0.9217, 1.5115, 3.1514], [-1.0695, 0.2733, 2.6968], [-1.7960, -0.3855, 3.6540], [-2.0666, 0.4509, 4.6851], [-1.5288, 1.6743, 4.3467], [-0.1634, 4.2967, 3.2862], [0.5247, 5.3032, 1.0379], [0.6325, 3.1838, -0.6637], [-2.0764, -1.4180, 3.5488], [-2.6048, 0.2989, 5.6027], [-1.3765, 2.4428, 4.9759], [-0.3695, 0.3826, -1.1800], [-2.0819, 0.0304, -2.1507], [-3.1981, 1.3407, -1.1484], [-2.8331, 2.6757, -1.3434], [-3.2872, 3.6788, -0.5011], [-4.1261, 3.3649, 0.5606], [-4.5316, 2.0510, 0.7409], [-4.0722, 1.0495, -0.1058], [-1.9179, 0.8333, -3.9701], [-0.8237, 0.5214, -4.7776], [-0.7352, 0.9913, -6.0802], [-1.7467, 1.7854, -6.6018], [-2.8476, 2.0970, -5.8171], [-2.9308, 1.6190, -4.5166], [-2.8007, -1.7341, -2.6749], [-4.1564, -1.8585, -2.9562], [-4.6693, -3.0639, -3.4158], [-3.8240, -4.1452, -3.6151], [-2.4665, -4.0235, -3.3463], [-1.9581, -2.8234, -2.8746], [-0.4415, 1.4679, -1.1626], [-2.1811, 2.9346, -2.1724], [-2.9776, 4.7044, -0.6655], [-4.4649, 4.1425, 1.2350], [-5.1956, 1.8002, 1.5604], [-4.3819, 0.0254, 0.0645], [-0.0293, -0.0895, -4.3687], [0.1263, 0.7437, -6.6895], [-1.6758, 2.1650, -7.6141], [-3.6367, 2.7214, -6.2200], [-3.7975, 1.8672, -3.9114], [-4.8161, -1.0108, -2.7990], [-5.7298, -3.1598, -3.6179], [-4.2224, -5.0848, -3.9789], [-1.8077, -4.8714, -3.4878], [-0.9031, -2.7477, -2.6295], [-2.1717, -1.8212, 0.6854]], "atomic_forces_ev_per_a": [[0.281, -0.159, -0.359], [-0.128, -0.143, -0.206], [0.043, 0.068, 0.317], [0.158, 0.166, -0.143], [-0.317, -0.356, 0.076], [0.204, -0.015, -0.237], [-0.064, 0.123, 0.034], [0.030, 0.119, -0.265], [0.156, -0.064, 0.238], [0.068, -0.063, -0.239], [-0.093, -0.021, 0.333], [0.026, -0.057, -0.200], [-0.044, 0.276, -0.142], [-0.033, -0.173, 0.298], [0.091, -0.188, -0.203], [-0.141, 0.409, 0.231], [0.028, 0.203, -0.446], [-0.267, -0.328, 0.722], [0.214, -0.108, -0.739], [-0.064, 0.220, 0.014], [0.181, 0.397, 0.205], [-0.252, -0.273, 0.002], [-0.019, 0.204, 0.047], [-0.151, -0.176, 0.078], [0.244, 0.265, -0.331], [-0.071, 0.074, 0.433], [-0.179, -0.198, 0.261], [0.014, 0.028, -0.021], [0.077, 0.104, -0.054], [-0.076, -0.115, 0.053], [0.025, -0.009, 0.071], [0.039, 0.181, -0.276], [-0.175, -0.445, -0.267], [0.067, 0.115, 0.053], [-0.005, -0.023, 0.027], [0.001, -0.026, -0.006], [0.070, -0.049, -0.130], [-0.107, 0.148, 0.522], [-0.117, -0.206, -0.086], [-0.017, -0.052, 0.309], [0.037, 0.102, -0.139], [-0.022, -0.019, -0.005], [0.009, -0.012, -0.007], [0.024, -0.012, -0.013], [0.039, -0.014, -0.014], [-0.015, 0.019, -0.002], [-0.035, -0.020, 0.000], [-0.005, -0.024, -0.034], [-0.001, 0.013, 0.023], [0.003, -0.002, -0.018], [-0.004, -0.001, -0.006], [0.009, 0.033, 0.020], [0.026, -0.009, -0.007], [0.028, 0.008, 0.006], [-0.011, 0.005, -0.007], [-0.027, 0.026, -0.016], [0.033, 0.007, -0.017], [0.026, -0.381, 0.109], [-0.069, 0.187, -0.035], [0.163, 0.079, -0.252], [-0.299, -0.098, 0.584], [0.201, 0.586, -0.570], [-0.495, -0.577, 0.376], [0.264, 0.589, 0.315], [-0.052, -0.306, 0.136], [-0.114, 0.047, 0.066], [0.292, -0.050, -0.232], [-0.045, 0.084, -0.042], [0.035, -0.032, 0.007], [0.074, -0.113, 0.026], [0.067, 0.000, -0.069], [0.040, -0.030, 0.001], [-0.118, 0.061, -0.040], [-0.304, -0.257, -0.590], [-0.196, 0.116, 0.009], [0.146, -0.230, -0.164], [-0.048, -0.048, -0.046], [-0.026, 0.090, 0.063], [0.054, 0.016, -0.068], [-0.068, -0.012, 0.083], [-0.133, -0.063, -0.055], [0.172, 0.005, 0.232], [0.005, -0.039, 0.026], [-0.001, 0.017, -0.028], [0.002, 0.041, -0.011], [0.001, 0.033, -0.076], [-0.042, -0.009, 0.134], [0.201, 0.450, 0.276], [0.050, 0.032, 0.059], [-0.066, 0.002, -0.025], [0.001, -0.036, -0.028], [-0.052, -0.028, 0.005], [0.064, -0.027, 0.077], [0.007, -0.015, 0.135], [0.055, 0.021, 0.060], [0.005, -0.004, -0.005], [-0.028, -0.004, -0.002], [-0.006, -0.023, -0.019], [0.045, 0.076, 0.038], [0.035, 0.013, -0.059], [-0.001, -0.016, 0.016], [-0.004, -0.014, -0.001], [-0.024, -0.026, 0.016], [0.002, 0.033, -0.039], [-0.050, -0.033, -0.036], [0.005, 0.006, -0.006], [-0.003, 0.001, 0.015], [0.030, 0.020, -0.004], [-0.029, -0.015, -0.055], [0.448, -0.071, -0.049]], "s_squared": 2.114, "charge": -1, "total_energy_ev": -144084.057, "fmax_ev_per_a": 0.85, "homo_lumo_gap_ev": [4.3, 4.8], "spin_multiplicity": 3}

***

2.
{"formula": "C57H42N3O4P2S2Sc", "method": "ωB97M-V with the def2-TZVPD basis set", "symbols": ["Sc", "O", "S", "C", "C", "C", "C", "C", "C", "C", "C", "C", "C", "P", "C", "C", "C", "C", "C", "C", "C", "C", "C", "C", "C", "C", "C", "C", "C", "C", "C", "C", "C", "C", "C", "C", "C", "C", "P", "C", "C", "C", "C", "C", "C", "C", "C", "C", "C", "C", "C", "C", "C", "H", "H", "H", "H", "H", "H", "H", "H", "H", "H", "H", "H", "H", "H", "H", "H", "H", "H", "H", "H", "H", "H", "H", "H", "H", "H", "H", "H", "H", "H", "H", "H", "H", "H", "H", "H", "O", "S", "O", "O", "C", "N", "C", "C", "C", "N", "C", "C", "C", "N", "C", "C", "H", "H", "H", "H", "H", "H"], "xyz": [[1.0618, 0.1590, 0.3707], [0.8787, -1.7178, 0.6636], [-0.5008, -1.9999, -0.0075], [-1.4772, -2.4726, 1.3995], [-1.1070, -3.6167, 2.0832], [-1.9031, -4.1688, 3.0845], [-3.1385, -3.5791, 3.3721], [-4.3842, -4.1068, 4.0549], [-5.4805, -3.0364, 3.7407], [-4.8205, -1.9811, 2.8718], [-5.2747, -0.8563, 2.1856], [-4.3707, -0.0657, 1.4438], [-3.0242, -0.3977, 1.2769], [-2.0177, 0.8558, 0.3801], [-2.9707, 1.0598, -1.1530], [-3.2699, 2.3207, -1.7142], [-3.9558, 2.4092, -2.9377], [-4.4320, 1.2459, -3.5727], [-4.2009, 0.0014, -2.9857], [-3.5033, -0.0830, -1.7781], [-2.1016, 2.4531, 1.1728], [-1.3308, 3.5365, 0.6897], [-1.3874, 4.7793, 1.2967], [-2.1046, 4.9547, 2.4851], [-2.8885, 3.9061, 2.9937], [-2.9006, 2.6682, 2.3273], [-2.5984, -1.6796, 1.7691], [-3.4648, -2.3302, 2.7042], [-0.2790, -3.3674, -1.2601], [-1.0033, -4.4826, -0.9536], [-0.9766, -5.6645, -1.7281], [-0.2266, -5.6696, -2.8749], [-0.0401, -6.7179, -3.9419], [0.8125, -6.0387, -5.0511], [1.0993, -4.6498, -4.5192], [1.6869, -3.5350, -5.0893], [1.7054, -2.3043, -4.3648], [1.0571, -2.1363, -3.1285], [1.0742, -0.4366, -2.4727], [0.9053, 0.6761, -3.8754], [-0.3715, 0.7991, -4.4994], [-0.6176, 1.7427, -5.4854], [0.4031, 2.5345, -5.9677], [1.6960, 2.4116, -5.4279], [1.9576, 1.4897, -4.4219], [2.6793, -0.1371, -1.7640], [2.9620, 1.0968, -1.1352], [4.2796, 1.4522, -0.7995], [5.2982, 0.5012, -0.8812], [5.0418, -0.7671, -1.4534], [3.7923, -1.0324, -1.9745], [0.4614, -3.2770, -2.4977], [0.4840, -4.4927, -3.2357], [-0.1534, -4.0713, 1.8652], [-1.5428, -5.0312, 3.6428], [-4.2010, -4.2152, 5.1081], [-4.6584, -5.1357, 3.6811], [-5.8853, -2.5511, 4.6359], [-6.3664, -3.4504, 3.2137], [-6.3349, -0.5464, 2.2033], [-4.7965, 0.8483, 1.0475], [-3.0026, 3.2415, -1.1910], [-4.1220, 3.3765, -3.4072], [-5.0047, 1.3164, -4.4959], [-4.6005, -0.9034, -3.4683], [-3.3035, -1.0608, -1.3213], [-0.7116, 3.4228, -0.2048], [-0.8119, 5.6258, 0.8637], [-2.0169, 5.8997, 3.0176], [-3.4536, 4.0704, 3.9239], [-3.5306, 1.8760, 2.7376], [-1.6701, -4.5187, -0.0917], [-1.4916, -6.5558, -1.3852], [-1.0297, -7.0577, -4.3003], [0.4262, -7.6080, -3.4813], [0.1790, -5.9526, -5.9654], [1.7515, -6.5801, -5.2937], [2.1131, -3.5649, -6.0998], [2.3106, -1.4504, -4.7168], [-1.1741, 0.0979, -4.1930], [-1.6303, 1.8778, -5.8522], [0.2150, 3.2466, -6.7733], [2.5211, 3.0474, -5.7681], [2.9749, 1.3691, -4.0710], [2.1861, 1.8769, -1.1817], [4.4946, 2.4293, -0.3535], [6.3157, 0.7821, -0.5512], [5.8145, -1.5264, -1.5235], [3.6343, -1.9746, -2.4948], [7.1403, 2.7290, 3.3906], [7.1336, 4.0809, 2.8690], [6.1802, 4.5949, 1.8799], [6.5542, 5.1916, 4.5824], [5.4054, 4.9564, 5.0903], [4.9930, 5.6101, 6.2072], [3.8588, 5.2514, 6.7593], [2.9995, 4.3401, 6.1891], [3.4566, 3.7705, 4.9991], [4.6190, 4.0622, 4.4674], [2.6955, 2.8092, 4.1382], [3.4724, 2.1729, 3.1782], [2.9220, 1.2192, 2.3396], [1.5995, 1.0009, 2.2653], [0.8021, 1.6083, 3.2072], [1.3139, 2.5089, 4.1247], [3.6752, 5.8014, 7.6772], [2.0506, 4.0640, 6.6358], [4.5310, 2.3830, 3.0615], [3.5791, 0.5962, 1.7131], [-0.2637, 1.3754, 3.2096], [0.6239, 2.9709, 4.8456]], "atomic_forces_ev_per_a": [[-0.624, 1.001, -0.450], [1.333, -0.627, 0.151], [-1.389, -0.450, -1.069], [0.589, -0.143, -0.579], [-0.050, 0.251, 0.363], [-0.653, 0.209, 1.023], [0.004, 0.676, -1.873], [-0.098, -0.203, -0.709], [-0.692, 0.265, -0.191], [0.323, 0.490, -0.383], [-0.664, -0.532, 0.456], [0.113, -0.543, 0.775], [-0.563, 0.195, -0.257], [1.101, -0.665, -0.437], [-0.863, 0.249, -0.740], [0.052, -0.189, -0.277], [-0.001, -0.674, 0.131], [0.357, 0.395, 0.489], [-0.194, -0.140, 0.077], [0.701, -0.162, -0.188], [-0.713, 1.092, 1.577], [-0.293, -0.596, -0.205], [0.494, 0.569, 0.156], [-0.149, -0.410, -0.064], [0.503, 0.198, -0.229], [0.235, 0.374, -0.086], [-0.482, 0.161, 0.238], [0.702, -1.180, -0.255], [-0.293, 0.538, 1.055], [-0.499, -1.136, 0.268], [0.283, -0.035, -0.232], [0.194, 0.446, 0.056], [-0.158, -0.509, 0.503], [-0.191, -0.003, -0.416], [-0.501, 0.995, 0.516], [0.219, 0.152, 0.003], [-0.056, -0.420, 0.537], [0.860, -0.359, -0.438], [-1.030, -0.079, 0.457], [-0.085, 1.310, -1.932], [0.335, -0.815, 1.221], [-0.227, -0.246, 0.085], [0.876, 0.402, 0.068], [-0.144, -0.004, -0.126], [-0.980, -0.778, 0.720], [2.674, -0.606, -0.617], [-0.031, -0.042, -0.663], [0.066, -0.256, 0.829], [0.272, 0.064, -0.233], [0.002, 0.879, 0.238], [-1.250, 0.135, 0.700], [-0.271, 0.417, -0.031], [0.017, 0.178, -0.298], [0.041, -0.240, -0.222], [-0.195, 0.024, -0.282], [-0.078, -0.031, 0.613], [0.336, 1.111, 0.241], [0.135, -0.230, 0.012], [0.596, 0.071, 0.288], [0.692, -0.274, 0.093], [0.309, 0.055, -0.229], [0.076, -0.325, -0.279], [-0.062, -0.142, 0.265], [0.201, 0.013, 0.176], [0.261, 0.455, 0.360], [-0.253, 0.292, -0.257], [-0.152, -0.064, 0.176], [-0.444, -0.744, 0.437], [-0.242, -0.169, -0.145], [0.241, -0.259, -0.588], [0.320, 0.204, -0.181], [0.413, 0.175, -0.122], [-0.181, 0.219, -0.087], [0.498, 0.183, 0.019], [-0.017, 0.332, -0.377], [0.739, -0.095, 0.440], [-0.689, 0.266, 0.074], [-0.045, -0.023, 0.525], [-0.678, -0.532, -0.284], [0.371, 0.708, -0.057], [0.149, -0.208, -0.116], [0.051, -0.141, 0.337], [-0.424, -0.324, -0.054], [0.002, 0.129, 0.187], [0.062, 0.041, 0.221], [-0.086, -0.277, -0.269], [-0.730, -0.287, -0.156], [0.035, 0.253, -0.056], [-0.105, 0.186, 0.127], [-1.411, -0.304, -0.663], [1.687, 1.875, -0.209], [-0.262, -1.614, 0.651], [-0.831, -0.068, 0.518], [0.941, 0.385, -0.494], [0.677, -0.013, 0.121], [0.786, 1.043, 0.122], [-0.976, -1.176, -0.540], [-0.724, 0.298, 0.261], [-0.192, -0.316, -0.176], [-0.125, 0.244, -0.077], [0.399, -1.238, -1.004], [0.609, 0.602, 0.175], [-1.223, -0.296, 0.526], [0.482, 0.399, -0.246], [-0.128, -0.069, 0.497], [-0.523, -0.277, 0.069], [0.115, 0.070, 0.006], [-0.001, 0.042, 0.453], [-0.314, 0.420, 0.069], [0.296, 0.062, -0.237], [0.411, -0.258, -0.361]], "charge": 2, "total_energy_ev": -133384.893, "fmax_ev_per_a": 2.81, "homo_lumo_gap_ev": 4.4, "spin_multiplicity": 1}

***

- Which of these has the highest charge?
  C57H42N3O4P2S2Sc

***

- Number 1 is which compound?
  C57H38GeIMoN12

***

- The highest charge belongs to which entry?
  C57H42N3O4P2S2Sc

***

- Which formula does entry 1 have?
  C57H38GeIMoN12